1.
C4H13N3 | ωB97M-V/def2-TZVPD

energy relative to the best compared isomer or geometry (same formula, charge and spin) = 1.0081 eV
net charge = +1
E_LUMO (alpha / beta) = -2.81 / -7.92 eV
Kohn-Sham gap (alpha / beta) = 10.39 / 5.21 eV
spin multiplicity = 2

Each line ends with the natural charge from an NBO analysis.
Atoms and positions in Å:
N: -0.81515 2.32180 -0.09554  -0.856
C: -1.45833 1.62282 -1.20370  -0.254
C: -0.72775 0.29207 -1.45391  -0.291
N: -0.44711 -0.36235 -0.18336  -0.111
C: 0.73467 -1.22491 -0.19451  -0.308
C: 0.90071 -1.93805 1.19300  -0.232
N: 1.65959 -1.19273 2.18584  -0.819
H: -1.23359 2.23403 0.81749  0.398
H: -0.22682 3.07529 -0.37744  0.411
H: -1.39384 2.24238 -2.08770  0.232
H: -2.53339 1.54876 -1.09117  0.227
H: -1.42554 -0.37528 -1.98497  0.260
H: 0.20482 0.48203 -1.98238  0.259
H: -0.34998 0.30733 0.59950  0.408
H: 0.51514 -2.09538 -0.83440  0.248
H: 1.60579 -0.63614 -0.43900  0.257
H: -0.10109 -2.10349 1.60586  0.211
H: 1.42428 -2.88745 1.05871  0.228
H: 1.13174 -0.46809 2.64782  0.364
H: 2.53584 -0.84262 1.81988  0.367

Forces on the atoms, in the same order (eV/Å):
-0.3097 -1.6220 -0.4951
0.5726 0.6880 0.3304
-2.5136 0.0269 0.5439
3.0870 1.2667 -0.8635
-1.8133 -2.7830 1.4926
0.5046 1.1184 0.4654
-0.3033 -0.0357 -0.3137
0.0810 0.8919 -0.2069
0.0166 0.5757 0.6543
0.3249 0.0172 -0.3722
-0.1761 -0.5229 0.4606
0.6953 -0.0988 -0.4045
0.0694 -0.3443 -0.0719
-0.8492 0.0484 0.0777
0.3818 0.8229 -0.7563
0.2606 0.1641 -0.4142
0.2080 -0.3642 -0.1472
-0.3496 -0.0030 -0.2849
0.1375 0.1023 0.0790
-0.0246 0.0512 0.2263

---

2.
C4H13N3 | ωB97M-V/def2-TZVPD

energy relative to the best compared isomer or geometry (same formula, charge and spin) = 0.2209 eV
net charge = +1
E_LUMO (alpha / beta) = -2.79 / -7.23 eV
Kohn-Sham gap (alpha / beta) = 11.55 / 7.14 eV
spin multiplicity = 2

Each line ends with the natural charge from an NBO analysis.
Atoms and positions in Å:
C: -0.42150 -0.74753 0.37495  -0.288
N: -0.57310 0.00146 -0.85328  -0.143
C: -1.35934 1.30809 -1.02051  -0.089
N: -2.37678 1.56733 -0.08546  -0.782
C: 1.07422 -0.97229 0.70824  -0.055
C: 1.74160 0.27420 1.25664  -0.638
N: 1.74013 -1.47465 -0.50630  -0.845
H: -0.97633 -0.24316 1.16061  0.230
H: -0.83617 -1.74084 0.16366  0.278
H: 0.32954 0.11205 -1.31188  0.410
H: -0.58720 2.07491 -0.95326  0.239
H: -1.77076 1.23326 -2.01961  0.246
H: -3.19944 0.96442 -0.13079  0.391
H: -2.06284 1.50169 0.88165  0.370
H: 0.98431 -1.76860 1.45555  0.220
H: 2.75454 -0.00582 1.55132  0.246
H: 1.21945 0.72172 2.09427  0.235
H: 1.86329 1.03568 0.47806  0.204
H: 2.59662 -0.92936 -0.59510  0.375
H: 2.10645 -2.41509 -0.35870  0.396

Forces on the atoms, in the same order (eV/Å):
-0.3046 0.1701 -1.0523
0.6705 1.7052 1.1185
-0.6669 -1.1831 0.5027
-0.1167 -0.7901 0.7937
-0.5404 -0.5576 -0.1344
0.4327 -0.1859 -0.3472
0.7196 0.3874 0.7540
-0.1834 -0.2630 0.1275
-0.2060 0.0032 0.1914
0.0820 -0.7904 -0.6940
0.2030 0.0678 -0.2127
0.0744 0.2716 -0.3317
0.1951 0.3120 -0.4837
0.0434 0.5113 -0.2412
0.4540 0.2338 0.1457
-0.0632 0.1622 0.2426
-0.0618 -0.0478 0.1758
-0.1396 -0.0081 -0.0208
-0.1169 -0.0278 -0.3675
-0.4754 0.0292 -0.1664